Here is a structure of composition C41H40Cl2F6O3 at a distorted geometry from OMol25. Energies are from ωB97M-V with the def2-TZVPD basis set.

As for the relative energy (zero: lowest compared OMol25 entry of this formula, charge and spin): 19.4 kcal per mole. The largest force on an atom is 3.63 eV Å⁻¹.

Element x y z (Å)
C -7.183 10.116 -3.111
Cl -8.138 10.001 -4.538
Cl -7.667 8.772 -2.144
H -6.195 9.904 -3.521
H -7.302 11.059 -2.579
C -14.759 6.173 -3.649
C -15.474 6.846 -4.887
O -14.541 7.227 -5.906
C -14.287 6.479 -7.050
O -14.787 5.369 -7.248
O -13.253 7.078 -7.750
C -12.770 8.370 -7.457
H -15.343 6.298 -2.737
H -13.844 6.718 -3.419
H -14.562 5.138 -3.929
H -16.061 7.707 -4.565
H -16.286 6.327 -5.396
H -12.349 8.847 -8.341
H -12.049 8.556 -6.660
H -13.615 8.967 -7.115
F -9.951 14.601 -1.938
C -11.256 14.664 -1.561
C -11.691 13.814 -0.582
C -13.054 13.619 -0.340
C -13.971 14.492 -0.965
C -13.556 15.469 -1.854
C -12.187 15.561 -2.055
H -10.950 13.205 -0.085
H -13.342 12.837 0.346
H -15.025 14.315 -0.812
H -14.194 16.248 -2.244
H -11.793 16.301 -2.735
F -3.667 14.059 -3.235
C -2.306 14.183 -3.066
C -1.562 13.000 -2.858
C -0.208 13.097 -2.529
C 0.381 14.345 -2.543
C -0.307 15.495 -2.756
C -1.643 15.429 -3.020
H -2.105 12.070 -2.768
H 0.349 12.240 -2.179
H 1.427 14.371 -2.277
H 0.195 16.443 -2.625
H -2.223 16.280 -3.345
F -9.256 2.628 -8.754
C -8.773 3.410 -7.776
C -9.683 3.777 -6.789
C -9.312 4.348 -5.573
C -7.902 4.342 -5.325
C -6.903 3.955 -6.287
C -7.402 3.599 -7.541
H -10.732 3.543 -6.893
H -9.960 4.587 -4.743
H -7.522 4.624 -4.354
H -5.856 3.893 -6.028
H -6.737 3.270 -8.325
F -10.915 3.942 1.321
C -9.761 3.564 1.957
C -8.553 4.069 1.509
C -7.342 3.903 2.235
C -7.382 3.145 3.400
C -8.520 2.448 3.824
C -9.729 2.722 3.095
H -8.506 4.675 0.616
H -6.458 4.482 2.010
H -6.445 3.075 3.932
H -8.460 1.800 4.686
H -10.697 2.358 3.407
F -1.379 8.992 -10.757
C -2.050 9.515 -9.784
C -1.463 10.575 -9.146
C -2.121 11.225 -8.064
C -3.402 10.759 -7.715
C -3.982 9.681 -8.379
C -3.254 8.989 -9.362
H -0.500 10.945 -9.465
H -1.712 12.014 -7.450
H -3.965 11.385 -7.039
H -5.011 9.436 -8.159
H -3.807 8.234 -9.901
F 1.869 8.001 -1.087
C 0.541 7.853 -1.296
C -0.009 7.948 -2.578
C -1.333 7.754 -2.860
C -2.134 7.450 -1.741
C -1.682 7.386 -0.392
C -0.331 7.575 -0.235
H 0.641 7.990 -3.439
H -1.658 7.683 -3.887
H -3.201 7.385 -1.897
H -2.349 7.246 0.446
H -0.015 7.600 0.797

=====

Here is a structure of composition C41H40ClGdN2P2 at a distorted geometry from OMol25. Energies are from ωB97M-V with the def2-TZVPD basis set.

The multiplicity is 8. As for the expectation value of S²: 16.067. As for the total energy: -3603.8703 hartree. The largest force on an atom is 4.67 eV Å⁻¹. The total charge is +2.

Element x y z (Å)
Gd -0.183 -0.480 -0.455
Cl -1.733 -1.225 -2.426
P 2.382 -0.018 -1.618
P -1.661 -1.268 1.848
C 2.159 1.564 -2.452
C 2.465 -1.305 -2.881
C 3.897 0.039 -0.651
C -1.182 -0.935 3.566
C -3.275 -0.397 1.598
C -2.072 -3.027 1.576
C 3.015 2.649 -2.168
C 2.884 3.879 -2.823
C 1.802 4.074 -3.696
C 0.817 3.073 -3.841
C 0.993 1.849 -3.193
H 3.827 2.522 -1.467
H 3.663 4.664 -2.733
H 1.728 4.981 -4.303
H -0.039 3.233 -4.526
H 0.213 1.090 -3.266
C 3.993 0.756 0.562
C 5.163 0.747 1.337
C 6.247 -0.044 0.883
C 6.138 -0.889 -0.254
C 4.926 -0.871 -0.958
H 3.113 1.271 0.931
H 5.247 1.374 2.265
H 7.195 0.029 1.432
H 7.009 -1.491 -0.602
H 4.787 -1.570 -1.777
C 2.839 -0.968 -4.187
C 2.918 -1.911 -5.217
C 2.498 -3.242 -4.928
C 1.963 -3.582 -3.665
C 1.938 -2.605 -2.653
H 3.103 0.059 -4.428
H 3.344 -1.656 -6.209
H 2.607 -4.033 -5.687
H 1.611 -4.628 -3.451
H 1.503 -2.830 -1.681
C -4.198 -0.746 0.582
C -5.392 -0.053 0.340
C -5.620 1.167 1.006
C -4.593 1.690 1.815
C -3.433 0.933 2.060
H -4.004 -1.576 -0.111
H -6.202 -0.487 -0.277
H -6.589 1.672 0.933
H -4.762 2.671 2.315
H -2.616 1.407 2.596
C -0.159 -0.010 3.905
C 0.270 0.188 5.227
C -0.355 -0.558 6.261
C -1.365 -1.526 5.960
C -1.714 -1.709 4.604
H 0.374 0.502 3.112
H 1.102 0.927 5.439
H -0.037 -0.367 7.304
H -1.864 -2.100 6.774
H -2.431 -2.505 4.391
C -3.280 -3.573 2.042
C -3.606 -4.934 1.906
C -2.756 -5.762 1.114
C -1.628 -5.198 0.475
C -1.304 -3.845 0.695
H -4.047 -2.963 2.532
H -4.477 -5.379 2.435
H -2.949 -6.845 0.999
H -0.956 -5.827 -0.170
H -0.448 -3.417 0.176
H 1.310 -0.318 1.125
H 1.497 -1.252 0.822
C -3.332 3.947 -1.993
C -2.245 3.521 -1.119
C -1.386 4.163 -0.164
C -0.537 3.144 0.356
N -0.835 1.917 -0.205
N -1.840 2.226 -1.069
C 0.561 3.245 1.355
H -4.193 4.400 -1.428
H -3.018 4.747 -2.717
H -3.803 3.147 -2.635
H -1.400 5.226 0.104
H -2.252 1.444 -1.624
H 1.380 3.918 1.050
H 0.223 3.597 2.345
H 1.065 2.276 1.553

=====

Here is a structure of composition C41H40CoN9O8PS from OMol25. Energies are from ωB97M-V with the def2-TZVPD basis set.

The multiplicity is 2. As for the expectation value of S²: 0.759. As for the relative energy (zero: lowest compared OMol25 entry of this formula, charge and spin): 0.0 kcal per mole. The largest force on an atom is 0.52 eV Å⁻¹.

Element x y z (Å)
Co -0.935 -0.709 -0.991
C -1.892 0.581 -3.974
O -1.061 0.998 -2.877
C -1.480 2.138 -2.228
C -1.804 3.274 -2.956
C -2.167 4.442 -2.309
C -2.198 4.469 -0.920
C -1.869 3.336 -0.198
C -1.501 2.154 -0.838
N -1.182 0.964 -0.112
N -0.886 1.204 1.097
C -0.627 0.267 2.021
C -0.832 -1.149 1.871
O -1.142 -1.708 0.800
C -0.693 -1.976 3.061
C -0.282 -1.467 4.230
C 0.013 -0.063 4.395
C 0.487 0.432 5.618
C 0.775 1.768 5.775
C 0.590 2.634 4.692
C 0.132 2.163 3.481
C -0.174 0.803 3.304
H -1.599 1.110 -4.885
H -2.939 0.764 -3.743
H -1.737 -0.487 -4.095
H -1.761 3.236 -4.037
H -2.429 5.319 -2.885
H -2.495 5.368 -0.396
H -1.919 3.336 0.881
H -0.908 -3.030 2.934
H -0.154 -2.117 5.090
H 0.623 -0.260 6.442
H 1.136 2.145 6.723
H 0.821 3.687 4.799
H 0.017 2.836 2.643
N -4.300 -2.269 4.531
C -4.374 -1.881 3.203
C -3.874 -0.637 2.803
C -3.892 -0.276 1.472
C -4.415 -1.147 0.521
C -4.932 -2.376 0.906
C -4.915 -2.738 2.241
S -4.280 -0.727 -1.175
O -5.254 -1.469 -1.923
O -4.252 0.712 -1.268
N -2.782 -1.193 -1.581
C -2.397 -2.481 -1.736
N -1.040 -2.498 -1.882
C -0.433 -3.670 -2.005
C -1.163 -4.842 -2.042
C -2.534 -4.723 -1.840
N -3.164 -3.570 -1.662
H -4.128 -1.546 5.207
H -4.934 -2.985 4.837
H -3.457 0.038 3.543
H -3.503 0.683 1.157
H -5.326 -3.042 0.150
H -5.310 -3.700 2.547
H 0.648 -3.656 -2.038
H -0.686 -5.801 -2.168
H -3.157 -5.612 -1.794
C 4.290 1.064 -2.827
N 2.974 0.542 -2.291
C 2.674 -0.800 -2.979
N 2.675 -0.657 -4.395
C 3.941 -0.106 -4.856
N 4.250 1.191 -4.251
C 3.300 2.222 -4.708
P 1.517 1.886 -4.268
C 1.886 1.549 -2.491
C 1.509 0.116 -4.839
H 5.055 0.346 -2.530
H 4.478 2.025 -2.350
H 3.019 0.349 -1.285
H 1.712 -1.127 -2.592
H 3.459 -1.477 -2.640
H 3.913 0.009 -5.938
H 4.737 -0.808 -4.598
H 3.396 2.316 -5.792
H 3.590 3.187 -4.283
H 1.014 1.164 -1.977
H 2.200 2.471 -1.999
H 1.447 0.097 -5.928
H 0.611 -0.366 -4.449
O 1.902 -2.500 -0.361
C 1.756 -1.342 0.022
O 1.006 -0.448 -0.530
C 2.509 -0.828 1.225
C 3.215 -1.718 2.021
C 3.865 -1.297 3.184
C 3.781 0.038 3.490
O 4.311 0.693 4.567
C 3.860 2.046 4.467
O 3.184 2.194 3.220
C 3.098 0.934 2.687
C 2.443 0.538 1.554
H 3.225 -2.760 1.730
H 4.395 -1.988 3.826
H 4.722 2.712 4.490
H 3.167 2.258 5.283
H 1.834 1.219 0.972